{
  "formula": "C27H31ClF9NO26S",
  "method": "ωB97M-V with the def2-TZVPD basis set",
  "species": ["C", "C", "Cl", "C", "N", "S", "O", "O", "F", "H", "H", "H", "H", "H", "H", "H", "C", "C", "O", "C", "O", "O", "F", "H", "H", "H", "C", "C", "O", "C", "O", "O", "F", "H", "H", "H", "C", "C", "O", "C", "O", "O", "F", "H", "H", "H", "C", "C", "O", "C", "O", "O", "F", "H", "H", "H", "C", "C", "O", "C", "O", "O", "F", "H", "H", "H", "C", "C", "O", "C", "O", "O", "F", "H", "H", "H", "C", "C", "O", "C", "O", "O", "F", "H", "H", "H", "C", "C", "O", "C", "O", "O", "F", "H", "H", "H"],
  "coordinates": [[2.3718, 4.6235, 1.3322], [2.3044, 3.1165, 1.5410], [3.3825, 2.3262, 0.3070], [0.9146, 2.4654, 1.3660], [-0.2234, 3.3399, 1.7388], [-1.0719, 3.8718, 0.4548], [-1.4898, 2.8329, -0.4258], [-0.4866, 5.0316, -0.1169], [-2.3607, 4.3335, 1.2271], [1.4193, 5.1207, 1.4952], [2.7231, 4.8813, 0.3356], [3.0765, 5.0334, 2.0594], [2.7577, 2.8283, 2.4850], [0.8672, 1.6058, 2.0276], [0.8229, 2.0691, 0.3570], [-0.8577, 2.8991, 2.3939], [0.3272, -2.2714, -0.3506], [1.7049, -2.8720, -0.5025], [2.5479, -1.8061, -0.0991], [1.8431, -1.0433, 0.7797], [2.3144, -0.2180, 1.4884], [0.5274, -1.3511, 0.7278], [1.9865, -3.2008, -1.7922], [0.0267, -1.7197, -1.2429], [-0.4330, -3.0038, -0.0986], [1.8922, -3.7364, 0.1307], [2.7654, -6.3161, 2.5328], [1.7405, -6.9075, 3.4729], [0.8054, -5.8432, 3.6066], [0.8539, -5.1111, 2.4662], [0.0431, -4.3123, 2.1306], [1.9601, -5.4240, 1.7487], [2.2628, -7.1983, 4.6842], [3.5221, -5.7475, 3.0737], [3.2535, -7.0517, 1.9006], [1.2234, -7.7882, 3.0891], [-5.1034, 4.1409, -0.3380], [-5.1071, 4.3884, -1.8298], [-6.4780, 4.6710, -2.0829], [-7.0020, 5.1975, -0.9504], [-8.0414, 5.7698, -0.8848], [-6.1796, 4.9850, 0.1015], [-4.7430, 3.2904, -2.5315], [-5.3374, 3.1003, -0.1089], [-4.1736, 4.4215, 0.1463], [-4.5040, 5.2302, -2.1489], [-10.0726, 4.2888, 0.7192], [-11.1915, 4.2873, 1.7356], [-12.0519, 3.2776, 1.2407], [-11.2844, 2.3887, 0.5442], [-11.6355, 1.3070, 0.2167], [-10.0636, 2.9185, 0.2956], [-11.8599, 5.4661, 1.7684], [-10.2969, 4.9331, -0.1285], [-9.1111, 4.5713, 1.1346], [-10.8851, 4.0294, 2.7511], [4.5541, -6.8094, -2.4343], [3.3564, -7.1947, -1.5969], [3.9658, -7.6706, -0.4016], [5.1579, -7.0155, -0.2691], [5.7831, -6.9822, 0.7396], [5.5004, -6.4159, -1.4209], [2.6350, -8.1955, -2.1512], [4.9415, -7.6606, -3.0006], [4.3567, -5.9852, -3.1138], [2.6853, -6.3690, -1.3510], [6.6478, 3.4386, 5.2291], [6.9209, 3.5983, 3.7492], [5.6218, 3.8202, 3.2289], [4.8767, 4.3930, 4.2117], [3.8332, 4.9281, 4.0368], [5.4948, 4.2685, 5.4090], [7.4402, 2.4777, 3.2006], [6.3966, 2.4060, 5.4744], [7.4659, 3.7738, 5.8602], [7.5578, 4.4466, 3.4931], [6.8097, -11.8067, -4.1978], [5.4291, -12.3059, -4.5645], [4.6183, -11.1769, -4.2806], [5.3911, -10.0713, -4.4286], [4.9740, -8.9616, -4.5089], [6.6983, -10.4056, -4.4759], [5.0370, -13.3441, -3.7929], [7.0144, -11.9529, -3.1367], [7.6047, -12.2547, -4.7865], [5.3072, -12.5778, -5.6141], [-5.0182, 9.6596, -2.4971], [-4.1099, 8.4513, -2.5403], [-3.9309, 8.2523, -3.9242], [-4.0669, 9.4686, -4.5371], [-3.7348, 9.7067, -5.6446], [-4.6288, 10.3593, -3.6811], [-4.7032, 7.3483, -2.0038], [-6.0671, 9.3684, -2.5706], [-4.8740, 10.2789, -1.6163], [-3.1376, 8.5931, -2.0661]],
  "lowdin_charge": [-0.12, -0.64, 0.63, -0.25, -0.12, 0.58, -0.25, -0.23, -0.16, 0.06, 0.07, 0.05, 0.09, 0.11, 0.09, 0.12, -0.05, -0.30, 0.14, -0.55, 0.12, 0.07, 0.07, 0.15, 0.13, 0.14, -0.03, -0.30, 0.14, -0.54, 0.18, 0.05, 0.09, 0.15, 0.12, 0.18, -0.04, -0.31, 0.14, -0.56, 0.16, 0.07, 0.08, 0.15, 0.11, 0.15, -0.06, -0.31, 0.13, -0.55, 0.18, 0.07, 0.08, 0.14, 0.13, 0.17, -0.03, -0.30, 0.11, -0.56, 0.17, 0.09, 0.08, 0.11, 0.15, 0.17, -0.05, -0.31, 0.13, -0.54, 0.17, 0.08, 0.08, 0.15, 0.14, 0.17, -0.04, -0.31, 0.14, -0.53, 0.16, 0.08, 0.08, 0.15, 0.14, 0.17, -0.05, -0.30, 0.13, -0.54, 0.20, 0.07, 0.06, 0.15, 0.14, 0.18],
  "e_homo_ev": -10.146,
  "multiplicity": 1
}


{
  "formula": "C27H31CuN3O3PS2",
  "method": "ωB97M-V with the def2-TZVPD basis set",
  "species": ["Cu", "C", "C", "C", "C", "C", "C", "C", "C", "S", "C", "N", "C", "C", "C", "C", "C", "C", "C", "C", "H", "H", "H", "H", "H", "H", "H", "H", "H", "H", "H", "H", "H", "H", "H", "H", "N", "C", "N", "C", "C", "C", "C", "C", "C", "S", "H", "H", "H", "H", "H", "H", "C", "O", "P", "O", "C", "O", "C", "H", "H", "H", "H", "H", "H", "H", "H", "H"],
  "coordinates": [[-0.0947, -0.6392, -1.6586], [1.2439, 1.8069, 5.2385], [0.5536, 1.0721, 4.0973], [-0.9894, 0.8884, 4.4193], [1.2105, -0.2397, 3.9838], [0.5216, 1.9140, 2.8013], [0.4361, 3.2997, 2.7568], [0.4224, 3.9877, 1.5650], [0.3976, 3.2555, 0.3818], [0.0978, 3.8229, -1.2223], [0.1234, 2.1986, -1.8094], [0.2807, 1.2872, -0.8653], [0.4617, 1.8641, 0.4017], [0.5895, 1.2069, 1.6233], [-0.0572, 1.7458, -3.1871], [-0.1593, 2.6450, -4.2338], [-0.4317, 2.1893, -5.4785], [-0.5758, 0.7969, -5.7092], [-0.4728, -0.0954, -4.6625], [-0.2206, 0.3714, -3.3710], [1.1336, 1.2822, 6.2015], [0.8296, 2.8082, 5.4771], [2.3526, 1.8238, 5.1704], [-1.1948, 0.4147, 5.3735], [-1.4859, 0.3111, 3.6529], [-1.3656, 1.9157, 4.5581], [1.1274, -0.7904, 4.9267], [2.2861, -0.1000, 3.7522], [0.7446, -0.9632, 3.3573], [0.7635, 3.8443, 3.6564], [0.4685, 5.0758, 1.5515], [0.5722, 0.1193, 1.7813], [0.0422, 3.6921, -4.0837], [-0.5790, 2.7992, -6.3880], [-0.8766, 0.3806, -6.6453], [-0.5623, -1.1922, -4.7963], [-0.2272, -3.8310, -1.9270], [0.9514, -3.3996, -1.3624], [1.2176, -2.1379, -1.2677], [2.4857, -1.9853, -0.7353], [3.1155, -0.8024, -0.5138], [4.3702, -0.8217, 0.0590], [4.9899, -2.0007, 0.4901], [4.3560, -3.2189, 0.3208], [3.1419, -3.1504, -0.3117], [2.1728, -4.5435, -0.9106], [-0.8683, -3.1665, -2.3410], [-0.6104, -4.6950, -1.5732], [2.6698, 0.1203, -0.8287], [4.8712, 0.1070, 0.1635], [6.0356, -1.9273, 0.8504], [4.7935, -4.1641, 0.6333], [-2.1432, -1.8537, 1.2593], [-2.8046, -0.9489, 0.3053], [-2.3456, -0.8914, -1.2589], [-2.9301, -2.1640, -1.9384], [-4.3008, -2.6505, -2.0329], [-3.4248, 0.2129, -1.7188], [-3.3424, 1.6249, -1.6535], [-1.2974, -2.3445, 0.7521], [-2.8292, -2.5512, 1.6689], [-1.7696, -1.2685, 2.1411], [-5.0115, -1.7999, -2.1249], [-4.5687, -3.1832, -1.1105], [-4.3607, -3.3772, -2.8570], [-2.5493, 1.9051, -0.9516], [-4.2067, 2.0229, -1.1893], [-3.1740, 2.0850, -2.6532]],
  "nbo_charge": [1.01, -0.62, -0.11, -0.59, -0.61, 0.13, -0.24, -0.19, -0.26, 0.46, 0.11, -0.62, 0.19, -0.30, -0.22, -0.13, -0.22, -0.17, -0.27, -0.20, 0.22, 0.22, 0.22, 0.22, 0.20, 0.22, 0.23, 0.22, 0.20, 0.23, 0.23, 0.23, 0.22, 0.23, 0.23, 0.22, -0.80, 0.29, -0.66, 0.07, -0.21, -0.19, -0.20, -0.25, -0.09, 0.38, 0.42, 0.41, 0.23, 0.22, 0.23, 0.24, -0.25, -0.83, 1.71, -0.86, -0.26, -0.82, -0.24, 0.18, 0.20, 0.20, 0.22, 0.19, 0.21, 0.18, 0.20, 0.20],
  "e_homo_ev": [-11.065, -11.025],
  "total_charge": 1,
  "multiplicity": 2
}


{
  "formula": "C27H31N4OTl",
  "method": "ωB97M-V with the def2-TZVPD basis set",
  "species": ["Tl", "C", "C", "C", "C", "C", "C", "C", "N", "C", "C", "C", "C", "C", "C", "C", "N", "C", "C", "C", "C", "H", "H", "H", "H", "H", "H", "H", "H", "H", "H", "H", "H", "H", "H", "H", "H", "H", "H", "H", "H", "H", "H", "H", "H", "O", "C", "C", "C", "C", "C", "C", "C", "N", "C", "C", "N", "H", "H", "H", "H", "H", "H", "H"],
  "coordinates": [[-0.0422, -4.0290, -0.5540], [4.7642, 0.9765, 1.0330], [4.9663, 0.3736, -0.3632], [5.1447, 1.5049, -1.3914], [6.2235, -0.4991, -0.3467], [3.7416, -0.4247, -0.7822], [3.8194, -1.6376, -1.4633], [2.6599, -2.2829, -1.8420], [1.4289, -1.8146, -1.5903], [1.3728, -0.6682, -0.9705], [2.4588, 0.0714, -0.5520], [-1.3573, -0.6572, -0.9973], [-2.4434, 0.0955, -0.5950], [-3.7249, -0.3822, -0.8562], [-3.8025, -1.5952, -1.5424], [-2.6461, -2.2527, -1.9005], [-1.4131, -1.7971, -1.6246], [-4.9714, 0.3556, -0.3949], [-4.6650, 1.8089, -0.0253], [-6.0364, 0.3362, -1.5008], [-5.5035, -0.3816, 0.8463], [5.6772, 1.4856, 1.3395], [4.5455, 0.2048, 1.7738], [3.9663, 1.7214, 1.0560], [6.0136, 2.1068, -1.1242], [4.2726, 2.1623, -1.4163], [5.3031, 1.1062, -2.3944], [7.0608, 0.0891, 0.0266], [6.4974, -0.8451, -1.3438], [6.1063, -1.3652, 0.3073], [4.7722, -2.0883, -1.6970], [2.7074, -3.2248, -2.3764], [2.3387, 1.0284, -0.0670], [-2.3181, 1.0491, -0.1052], [-4.7558, -2.0318, -1.8024], [-2.6937, -3.1907, -2.4418], [-4.2115, 2.3516, -0.8581], [-4.0142, 1.8836, 0.8494], [-5.5940, 2.3160, 0.2313], [-5.6469, 0.7298, -2.4410], [-6.8789, 0.9577, -1.1995], [-6.4269, -0.6656, -1.6783], [-4.7782, -0.3585, 1.6622], [-5.7363, -1.4231, 0.6203], [-6.4188, 0.1003, 1.1909], [-0.0600, -1.9988, 0.9694], [-0.0194, -1.2276, 1.9467], [-0.0039, -1.7067, 3.3048], [0.0232, -0.8508, 4.3472], [0.0375, 0.5774, 4.1562], [0.0269, 1.0930, 2.9167], [0.0040, 0.2270, 1.7529], [0.0032, 0.7753, 0.5081], [0.0087, 0.0384, -0.7935], [0.0210, 1.1315, -1.8163], [0.0197, 2.2950, -1.1955], [0.0079, 2.0921, 0.1851], [-0.0190, -2.7790, 3.4449], [0.0330, -1.2372, 5.3583], [0.0571, 1.2281, 5.0187], [0.0396, 2.1692, 2.8020], [0.0242, 0.8556, -2.8557], [0.0231, 3.2867, -1.6168], [0.0113, 2.8307, 0.8684]],
  "nbo_charge": [0.94, -0.60, -0.10, -0.59, -0.61, 0.11, -0.23, 0.06, -0.50, 0.41, -0.25, 0.41, -0.26, 0.11, -0.23, 0.05, -0.50, -0.08, -0.61, -0.61, -0.60, 0.24, 0.22, 0.19, 0.24, 0.20, 0.22, 0.24, 0.22, 0.22, 0.25, 0.22, 0.23, 0.23, 0.25, 0.22, 0.21, 0.20, 0.24, 0.22, 0.24, 0.21, 0.21, 0.22, 0.24, -0.73, 0.52, -0.30, -0.09, -0.21, -0.17, -0.21, 0.52, -0.34, -0.07, 0.00, -0.58, 0.24, 0.25, 0.25, 0.21, 0.28, 0.28, 0.45],
  "e_above_lowest_kj_mol": 83.9,
  "e_homo_ev": -14.305,
  "total_charge": 2,
  "multiplicity": 1
}


Number 1: strongest force on any atom 1.05 eV/Å, total energy -131042.502 eV. Number 2: strongest force on any atom 3.05 eV/Å, total energy -114709.890 eV. Number 3: strongest force on any atom 0.19 eV/Å, total energy -41188.723 eV.